Below is one molecule with the formula C3H4N2O2S, with properties calculated with wB97M-V/def2-TZVPD.

```
12
Properties=species:S:1:pos:R:3:nbo_charge:R:1
O -2.557 -1.152 -0.376 -0.539
C -1.641 -0.420 -0.137 0.772
C -0.220 -0.985 0.006 -0.351
N 0.852 0.051 -0.116 -0.598
S 2.480 -0.312 -0.236 0.233
C 0.478 1.405 -0.257 0.202
N -0.652 1.942 -0.222 -0.132
O -1.917 0.954 0.119 -0.414
H -0.240 -1.158 1.050 0.225
H -0.398 -1.942 -0.610 0.271
H 2.550 -0.436 1.208 0.111
H 1.265 2.053 -0.429 0.220
```

Relative energy (zero: lowest compared OMol25 entry of this formula, charge and spin) in kcal/mol: 97.10
HOMO energy in eV: -9.8207
Structure (SMILES): O=C1CN(S)C=NO1
Total energy in Eh: -774.772040
E_LUMO in eV: 0.13